Entry from the Open Molecules 2025 dataset: a 8-piece molecular cluster, C37H97BrN6O15 overall in a non-equilibrium geometry (ωB97M-V with the def2-TZVPD basis set).

Geometry as ORCA input:
```
! RIJCOSX wB97M-V def2-TZVPD def2/J DEFGRID3
* xyz 4 1
C 19.465 16.255 7.902
O 18.495 16.277 8.929
C 17.318 15.541 8.600
C 17.643 13.986 8.656
N 18.564 13.642 9.889
H 19.110 14.472 10.073
H 18.120 13.559 10.792
C 19.491 12.404 9.736
C 19.999 11.913 11.101
O 19.071 10.969 11.603
C 19.307 10.517 12.879
H 19.583 15.332 7.335
H 20.356 16.594 8.429
H 19.195 17.066 7.226
H 16.864 15.704 7.623
H 16.606 15.882 9.352
H 18.191 13.516 7.840
H 16.771 13.410 8.966
H 20.334 12.782 9.156
H 18.981 11.699 9.081
H 20.255 12.666 11.846
H 20.899 11.315 10.962
H 19.272 11.231 13.703
H 20.287 10.070 13.046
H 18.574 9.728 13.049
C 11.297 7.853 18.432
O 11.089 8.402 17.156
C 10.992 9.785 16.993
C 11.628 10.256 15.694
N 13.092 9.887 15.651
H 13.527 10.275 16.475
H 13.269 8.893 15.640
C 13.917 10.599 14.648
C 15.420 10.476 14.955
O 15.969 9.119 14.930
C 15.935 8.436 13.622
H 10.547 7.948 19.217
H 12.217 8.316 18.790
H 11.526 6.796 18.299
H 11.383 10.279 17.883
H 9.944 10.080 16.943
H 11.561 11.309 15.421
H 11.239 9.735 14.819
H 13.549 11.605 14.446
H 13.690 10.099 13.706
H 15.711 11.064 15.825
H 15.892 10.973 14.107
H 16.294 9.022 12.776
H 14.927 8.136 13.338
H 16.506 7.507 13.645
C 23.618 10.617 13.422
O 24.157 11.978 13.463
C 23.310 13.089 13.191
C 22.369 13.477 14.353
N 23.314 13.827 15.546
H 24.227 13.844 15.115
H 23.109 14.664 16.074
C 23.391 12.664 16.555
C 24.459 12.838 17.644
O 25.741 13.241 16.967
C 26.850 13.283 17.872
H 24.141 9.916 14.072
H 23.741 10.263 12.398
H 22.534 10.550 13.513
H 22.624 12.809 12.391
H 23.939 13.945 12.948
H 21.739 12.645 14.669
H 21.766 14.361 14.146
H 23.789 11.848 15.951
H 22.393 12.525 16.971
H 24.694 11.889 18.126
H 24.106 13.528 18.411
H 26.676 13.829 18.799
H 27.664 13.711 17.286
H 27.045 12.252 18.166
C 17.093 15.586 20.351
O 17.439 15.399 18.986
C 18.832 15.563 18.721
C 18.937 15.044 17.235
N 17.941 13.825 16.992
H 17.114 13.948 17.558
H 17.558 13.910 16.062
C 18.522 12.437 17.155
C 18.940 12.141 18.548
O 17.929 12.402 19.507
C 18.340 12.087 20.829
H 17.651 14.829 20.901
H 16.008 15.542 20.447
H 17.476 16.564 20.643
H 19.340 14.786 19.292
H 19.229 16.561 18.910
H 19.947 14.811 16.898
H 18.626 15.830 16.546
H 19.394 12.446 16.501
H 17.684 11.814 16.840
H 19.812 12.757 18.770
H 19.086 11.104 18.853
H 18.597 11.034 20.936
H 17.662 12.173 21.679
H 19.232 12.671 21.054
C 10.113 13.531 16.352
O 11.313 13.582 15.581
C 12.222 14.601 16.021
C 13.414 14.519 15.039
N 12.871 14.351 13.581
H 12.272 13.560 13.388
H 12.242 15.123 13.417
C 14.091 14.488 12.644
C 13.834 14.019 11.204
O 12.976 14.963 10.480
C 13.036 14.770 9.095
H 9.535 12.648 16.083
H 9.557 14.410 16.024
H 10.181 13.458 17.437
H 12.618 14.374 17.011
H 11.648 15.526 15.976
H 14.023 13.622 15.149
H 13.922 15.483 15.074
H 14.831 13.770 12.997
H 14.342 15.549 12.663
H 13.482 12.992 11.109
H 14.795 14.011 10.690
H 12.294 15.493 8.756
H 12.739 13.803 8.689
H 14.003 15.093 8.711
C 10.723 6.353 13.029
O 11.102 7.026 11.870
C 10.132 8.003 11.496
C 10.602 8.870 10.273
N 11.947 9.576 10.412
H 12.141 10.114 9.580
H 12.037 10.224 11.182
C 13.084 8.655 10.441
C 14.401 9.410 10.476
O 14.404 10.445 11.479
C 15.517 11.379 11.220
H 10.748 7.054 13.863
H 11.574 5.689 13.178
H 9.796 5.798 12.882
H 9.826 8.674 12.298
H 9.221 7.486 11.196
H 9.926 9.692 10.036
H 10.723 8.216 9.409
H 13.086 8.165 9.467
H 12.954 7.996 11.299
H 14.644 9.836 9.503
H 15.187 8.707 10.753
H 15.308 11.927 10.302
H 16.526 10.967 11.186
H 15.542 12.023 12.099
Br 21.036 15.494 11.473
O 18.939 14.104 14.000
C 17.702 13.998 13.626
O 16.806 13.792 14.453
O 17.387 14.015 12.445
H 19.118 14.430 13.115
*
```

Computed properties:
* frontier orbital gap: 5.58 eV
* HOMO: -14.6 eV
* total energy: -5497.48039 Eh

Atomic partial charges in e from the Mulliken method, atoms 1 to 6:
1. C -0.820
2. O -0.382
3. C -0.358
4. C -0.420
5. N 1.218
6. H -0.054

Entry from the Open Molecules 2025 dataset: a 16-piece molecular cluster, C38H102F6NO19S2 overall in a non-equilibrium geometry (ωB97M-V with the def2-TZVPD basis set).

Geometry as ORCA input:
```
! RIJCOSX wB97M-V def2-TZVPD def2/J DEFGRID3
* xyz -1 1
C 1.241 -2.022 -0.949
F 1.115 -1.173 -1.956
F 0.458 -3.073 -1.148
F 2.500 -2.410 -0.814
S 0.722 -1.184 0.660
O 0.501 -2.259 1.595
O 1.785 -0.291 1.024
N -0.755 -0.489 0.192
S -0.540 1.071 0.284
O -0.352 1.543 1.638
O 0.399 1.590 -0.689
C -2.172 1.754 -0.316
F -2.342 1.429 -1.593
F -3.184 1.319 0.431
F -2.099 3.077 -0.204
O -3.284 -1.742 0.871
H -2.472 -1.298 0.581
H -3.302 -1.566 1.819
O -1.835 -4.027 1.769
H -1.065 -3.514 1.491
H -2.565 -3.598 1.303
O -2.042 -1.679 -2.045
H -2.686 -2.269 -1.636
H -1.561 -1.266 -1.301
C 4.298 -2.036 2.563
C 3.185 -2.433 3.531
C 2.771 -3.869 3.277
O 3.689 -2.360 4.869
H 3.976 -2.007 1.520
H 5.146 -2.712 2.664
H 4.621 -1.020 2.815
H 2.309 -1.783 3.457
H 1.981 -4.226 3.933
H 3.650 -4.516 3.362
H 2.498 -3.959 2.223
H 4.025 -1.461 4.989
C -1.291 -1.537 4.627
C -2.560 -0.706 4.620
C -2.366 0.648 3.984
O -3.591 -1.356 3.836
H -0.896 -1.720 3.623
H -1.457 -2.497 5.116
H -0.477 -0.998 5.121
H -2.903 -0.620 5.657
H -3.239 1.291 3.899
H -1.977 0.542 2.965
H -1.566 1.214 4.471
H -3.805 -2.206 4.238
C 3.076 3.084 0.884
C 3.874 2.177 -0.049
C 5.142 2.792 -0.606
O 4.302 1.021 0.685
H 2.816 4.015 0.371
H 3.655 3.364 1.766
H 2.172 2.549 1.169
H 3.216 1.829 -0.854
H 5.742 2.024 -1.090
H 5.695 3.282 0.197
H 4.903 3.550 -1.356
H 3.556 0.459 0.927
C -0.219 5.290 -1.685
C 0.092 4.810 -3.095
C -1.106 4.035 -3.669
O 0.312 5.981 -3.889
H -0.035 4.480 -0.971
H -1.273 5.519 -1.532
H 0.463 6.096 -1.420
H 0.965 4.152 -3.101
H -1.230 3.103 -3.117
H -1.014 3.884 -4.746
H -2.004 4.647 -3.551
H 0.695 5.712 -4.729
C 1.510 1.216 6.538
C 2.205 0.500 5.367
C 1.947 1.228 4.059
O 3.609 0.399 5.641
H 1.639 2.294 6.413
H 1.890 0.890 7.505
H 0.434 1.017 6.543
H 1.783 -0.505 5.329
H 2.100 2.301 4.197
H 0.926 1.024 3.732
H 2.596 0.881 3.255
H 3.970 1.281 5.495
C -6.250 0.988 -4.273
C -4.952 0.516 -3.651
C -5.144 0.043 -2.206
O -4.461 -0.530 -4.479
H -6.714 1.856 -3.810
H -6.939 0.141 -4.318
H -6.066 1.256 -5.319
H -4.230 1.342 -3.606
H -5.680 0.830 -1.667
H -4.167 -0.136 -1.763
H -5.715 -0.879 -2.084
H -3.633 -0.861 -4.107
C 2.747 1.085 -3.959
C 3.605 0.850 -5.178
C 4.066 -0.602 -5.327
O 2.834 1.243 -6.323
H 2.456 2.132 -3.880
H 3.269 0.793 -3.048
H 1.847 0.469 -3.999
H 4.513 1.465 -5.124
H 3.259 -1.244 -5.687
H 4.447 -0.979 -4.380
H 4.846 -0.639 -6.092
H 3.368 1.047 -7.100
C 2.353 -7.303 1.538
C 2.274 -7.330 0.015
C 2.806 -6.052 -0.597
O 3.091 -8.430 -0.443
H 3.342 -7.081 1.944
H 2.127 -8.289 1.956
H 1.670 -6.553 1.945
H 1.234 -7.450 -0.299
H 3.850 -5.833 -0.379
H 2.251 -5.193 -0.207
H 2.615 -6.052 -1.672
H 2.621 -9.217 -0.150
C -6.258 0.405 2.043
C -6.809 0.259 3.482
C -7.296 -1.171 3.732
O -5.750 0.505 4.409
H -5.202 0.157 1.990
H -6.413 1.436 1.718
H -6.807 -0.232 1.345
H -7.589 1.005 3.614
H -6.469 -1.846 3.510
H -8.112 -1.485 3.070
H -7.702 -1.275 4.738
H -5.105 -0.212 4.314
C -5.339 6.333 2.423
C -3.915 5.783 2.474
C -3.243 5.898 1.123
O -3.176 6.526 3.445
H -5.294 7.423 2.322
H -5.864 6.182 3.373
H -5.979 5.953 1.628
H -3.981 4.731 2.773
H -3.926 5.461 0.385
H -2.338 5.303 1.039
H -3.161 6.939 0.811
H -3.670 6.458 4.268
C 5.268 -3.451 -2.191
C 6.150 -2.231 -2.356
C 5.616 -1.018 -1.590
O 7.488 -2.542 -1.993
H 5.008 -3.641 -1.146
H 5.776 -4.369 -2.494
H 4.359 -3.328 -2.779
H 6.132 -1.955 -3.420
H 4.802 -0.524 -2.126
H 6.413 -0.281 -1.481
H 5.223 -1.247 -0.600
H 8.069 -1.845 -2.309
C -0.465 -1.123 -6.669
C -0.569 -0.944 -5.168
C -0.974 0.451 -4.755
O -1.541 -1.885 -4.712
H -0.269 -2.164 -6.925
H 0.400 -0.575 -7.054
H -1.388 -0.774 -7.131
H 0.396 -1.203 -4.709
H -1.871 0.820 -5.265
H -0.208 1.205 -4.971
H -1.202 0.521 -3.689
H -1.645 -1.814 -3.746
*
```

Computed properties:
* frontier orbital gap: 9.85 eV
* energy above the lowest of the compared OMol25 structures with the same formula, charge and spin: 0.00 kJ/mol
* HOMO: -7.7 eV
* total energy: -4389.01932 Eh

Atomic partial charges in e from the Mulliken method, atoms 1 to 6:
1. C -0.254
2. F -0.018
3. F -0.231
4. F 0.087
5. S 0.463
6. O -0.370

Entry from the Open Molecules 2025 dataset: a 9-piece molecular cluster, C38H102N8O12 overall in a non-equilibrium geometry (ωB97M-V with the def2-TZVPD basis set).

Geometry as ORCA input:
```
! RIJCOSX wB97M-V def2-TZVPD def2/J DEFGRID3
* xyz 0 1
C 6.479 -5.625 -2.673
C 5.377 -5.055 -3.544
C 4.306 -6.094 -4.087
O 4.766 -7.254 -4.721
C 5.279 -7.024 -6.019
N 4.701 -4.031 -2.810
H 6.076 -6.276 -1.897
H 7.152 -4.849 -2.308
H 7.125 -6.202 -3.335
H 5.749 -4.580 -4.451
H 3.568 -5.553 -4.679
H 3.656 -6.454 -3.290
H 4.875 -7.806 -6.661
H 6.356 -7.193 -6.048
H 5.139 -6.019 -6.419
H 5.327 -3.281 -2.554
H 4.344 -4.430 -1.954
C -8.904 -0.028 -0.766
C -9.774 1.075 -0.209
C -9.982 2.184 -1.281
O -10.929 1.751 -2.261
C -11.512 2.817 -2.950
N -11.038 0.519 0.305
H -9.502 -0.537 -1.521
H -8.503 -0.592 0.076
H -8.018 0.409 -1.226
H -9.289 1.499 0.670
H -9.008 2.405 -1.718
H -10.230 3.151 -0.844
H -10.735 3.509 -3.277
H -12.141 3.412 -2.288
H -12.043 2.518 -3.853
H -11.548 0.064 -0.438
H -11.571 1.334 0.571
C 7.966 2.075 2.572
C 6.875 1.954 1.464
C 7.433 1.809 0.051
O 6.389 1.611 -0.837
C 6.484 1.974 -2.207
N 6.082 0.790 1.752
H 8.805 2.668 2.207
H 8.435 1.122 2.816
H 7.488 2.499 3.455
H 6.254 2.849 1.423
H 8.265 1.122 -0.101
H 7.847 2.782 -0.212
H 5.490 1.806 -2.622
H 7.216 1.294 -2.644
H 6.810 3.011 -2.282
H 5.213 0.919 1.253
H 5.720 0.823 2.694
C -0.641 -9.932 -8.965
C -1.618 -8.844 -9.364
C -1.311 -7.441 -8.621
O -2.294 -6.461 -8.850
C -2.123 -5.170 -8.168
N -1.369 -8.579 -10.768
H -1.089 -10.825 -9.403
H -0.667 -10.061 -7.883
H 0.359 -9.699 -9.328
H -2.689 -9.005 -9.240
H -0.330 -7.091 -8.942
H -1.291 -7.592 -7.542
H -2.788 -4.437 -8.625
H -1.122 -4.780 -8.349
H -2.279 -5.117 -7.090
H -1.785 -7.664 -10.862
H -0.401 -8.294 -10.817
C -7.789 9.049 3.933
C -8.244 7.622 4.230
C -7.117 6.677 3.980
O -6.839 6.652 2.645
C -5.781 5.755 2.491
N -8.739 7.643 5.602
H -7.349 9.220 2.950
H -7.100 9.421 4.692
H -8.657 9.707 3.889
H -9.152 7.344 3.695
H -7.260 5.701 4.445
H -6.238 7.134 4.435
H -4.860 5.988 3.024
H -5.549 5.822 1.428
H -6.043 4.751 2.824
H -7.948 7.488 6.211
H -9.040 8.564 5.887
C 6.793 -5.819 4.886
C 5.586 -5.023 5.313
C 5.846 -3.868 6.326
O 4.703 -3.055 6.405
C 4.800 -1.999 7.365
N 5.070 -4.556 4.076
H 7.015 -6.479 5.724
H 7.650 -5.172 4.700
H 6.613 -6.389 3.974
H 4.789 -5.660 5.697
H 6.754 -3.371 5.985
H 5.989 -4.180 7.361
H 3.817 -1.614 7.637
H 5.492 -1.192 7.124
H 5.088 -2.506 8.286
H 4.081 -4.360 4.136
H 5.464 -3.629 4.001
C -0.420 -0.029 -2.122
C 0.149 0.644 -0.823
O 0.678 -0.417 0.111
O 0.439 -0.576 -3.047
H -1.085 0.613 -2.700
H -1.095 -0.815 -1.784
H -0.606 1.168 -0.237
H 1.004 1.302 -0.979
H -0.004 -0.997 0.460
H 1.113 -1.009 -2.519
C -4.919 -1.415 5.028
O -4.164 -2.253 4.161
C -2.837 -2.479 4.711
C -2.354 -3.863 4.072
N -2.566 -3.863 2.620
C -2.220 -5.203 2.187
C -2.942 -5.609 0.874
O -4.395 -5.519 1.132
C -5.270 -5.783 0.041
H -5.859 -1.140 4.550
H -4.397 -0.499 5.305
H -5.170 -1.877 5.983
H -2.787 -2.657 5.785
H -2.106 -1.710 4.464
H -2.714 -4.773 4.552
H -1.274 -4.007 4.084
H -3.551 -3.691 2.482
H -2.553 -5.944 2.913
H -1.144 -5.327 2.071
H -2.715 -6.619 0.532
H -2.645 -4.883 0.117
H -6.324 -5.643 0.282
H -5.182 -6.813 -0.305
H -5.020 -5.248 -0.874
C 6.909 8.572 2.842
O 6.617 9.622 1.854
C 6.915 9.309 0.554
C 5.883 8.375 -0.153
N 4.586 9.099 -0.301
C 3.494 8.077 -0.513
C 2.107 8.800 -0.618
O 1.651 8.933 0.711
C 0.568 9.847 0.868
H 6.295 8.846 3.701
H 7.989 8.595 2.989
H 6.393 7.619 2.726
H 7.928 8.923 0.436
H 6.895 10.193 -0.084
H 5.825 7.390 0.309
H 6.155 8.245 -1.201
H 4.563 9.588 0.582
H 3.486 7.287 0.238
H 3.729 7.601 -1.464
H 1.335 8.310 -1.212
H 2.276 9.791 -1.040
H -0.375 9.348 0.649
H 0.606 10.762 0.276
H 0.383 10.257 1.861
*
```

Computed properties:
* frontier orbital gap: 9.28 eV
* HOMO: -9.0 eV
* total energy: -2849.52279 Eh

Atomic partial charges in e from the Mulliken method, atoms 1 to 6:
1. C -1.346
2. C 0.438
3. C -0.780
4. O -0.409
5. C -0.766
6. N -0.598